# 1
DFT (the ωB97M-V functional and the def2-TZVPD basis) results for a structure of composition C16H14FeO3S in a non-equilibrium geometry.

2S+1: 5
Expectation value of S²: 6.1601
LUMO energy (alpha / beta) in eV: -7.1 / -10.2
Total charge: +2
Max |F| in Eh/bohr: 0.1784
Orbital gap (alpha / beta) in eV: 7.7448 / 5.5406
Electronic energy in eV: -68160.9282
HOMO (alpha / beta) in Ha: -0.5451 / -0.5773
Energy relative to the best compared isomer or geometry (same formula, charge and spin) in eV: 2.1042

Each line ends with the Mulliken charge.
Positions of all 35 atoms, in Å:
O 1.36 -2.09 1.48  -0.27
C 1.21 -1.04 0.97  0.20
Fe 0.98 0.59 0.50  0.01
C 2.03 1.19 1.91  0.45
O 2.77 1.21 2.83  -0.19
C 2.17 0.48 -0.79  0.26
O 3.21 0.18 -1.20  -0.17
C -2.06 0.09 2.38  0.51
C -2.00 -0.67 1.04  -1.16
C -0.93 -0.24 0.09  -0.25
C -0.82 1.15 -0.16  -0.77
C -0.77 1.88 1.09  -0.34
C -1.40 1.38 2.29  -0.42
H -1.44 -0.54 3.14  0.07
H -1.99 -1.73 1.26  0.74
H -2.97 -0.51 0.56  0.47
H -0.79 -0.97 -0.72  0.66
H -0.76 1.61 -1.20  0.54
H -0.44 2.94 0.99  0.53
H -1.07 1.83 3.24  0.46
C -5.04 0.70 8.82  -1.41
C -4.52 0.13 7.55  0.77
C -5.40 -0.06 6.49  -0.71
C -4.94 -0.44 5.25  -0.41
C -3.56 -0.66 5.00  0.76
S -3.30 -0.97 3.31  -0.11
C -2.68 -0.57 6.10  -0.41
C -3.17 -0.18 7.35  -0.60
H -4.26 0.82 9.54  0.40
H -5.50 1.65 8.61  0.37
H -5.81 0.06 9.23  0.38
H -6.48 0.07 6.66  0.41
H -5.64 -0.59 4.43  0.41
H -1.64 -0.88 5.98  0.46
H -2.53 -0.12 8.24  0.37

# 2
DFT (the ωB97M-V functional and the def2-TZVPD basis) results for a structure of composition C16H14LiO10 in a non-equilibrium geometry.

LUMO energy in eV: 5.6
Total charge: -3
Max |F| in Eh/bohr: 0.1212
Orbital gap in eV: 4.1888
Electronic energy in eV: -37494.8016
HOMO in Ha: 0.0514
Energy relative to the best compared isomer or geometry (same formula, charge and spin) in eV: 2.2225

Each line ends with the Mulliken charge.
Positions of all 41 atoms, in Å:
Li 9.23 8.26 -9.59  0.92
C 8.76 10.41 -6.03  -0.50
C 9.62 10.24 -7.19  -0.15
C 10.87 11.30 -7.36  0.54
O 11.65 11.20 -8.31  -0.68
C 11.09 12.19 -6.23  -0.56
C 10.34 12.20 -5.11  0.11
C 9.11 11.29 -5.07  0.48
O 8.26 11.22 -4.04  -0.84
O 10.66 13.07 -4.19  -0.85
O 9.39 9.42 -8.11  -0.38
H 7.95 9.70 -5.92  0.36
H 11.97 12.81 -6.27  0.35
C 10.72 9.58 -13.24  -0.96
C 10.41 8.98 -11.99  0.79
C 11.71 8.62 -11.02  0.49
O 11.56 8.49 -9.81  -0.66
C 12.99 8.42 -11.77  -0.61
C 13.16 8.87 -13.04  0.31
C 12.00 9.57 -13.73  0.42
O 12.08 9.95 -14.95  -0.78
O 14.35 8.55 -13.56  -0.86
O 9.26 8.79 -11.51  -0.76
H 9.94 9.84 -13.94  0.37
H 13.73 7.90 -11.18  0.32
C 10.13 5.15 -9.09  -0.93
O 9.18 6.22 -9.19  0.04
C 7.85 5.88 -8.93  -0.69
C 7.16 7.17 -8.37  -0.37
O 7.23 8.04 -9.48  -0.23
C 6.49 9.25 -9.23  -0.94
H 10.10 4.71 -8.10  0.33
H 11.13 5.43 -9.40  0.18
H 9.83 4.43 -9.85  0.34
H 7.82 5.12 -8.15  0.47
H 7.32 5.60 -9.84  0.30
H 7.71 7.45 -7.47  0.07
H 6.12 6.96 -8.13  0.59
H 6.67 9.82 -8.32  0.30
H 5.43 9.01 -9.25  0.37
H 6.69 10.03 -9.96  0.29